{
  "formula": "C24H37ClN5O4RuSe",
  "method": "the ωB97M-V functional and the def2-TZVPD basis",
  "de_lowest_kcal_mol": 0.0,
  "spin_multiplicity": 5,
  "s2": 6.05,
  "charge": 3,
  "e_lumo_ev": [-9.12, -12.01],
  "elements": ["Ru", "Se", "Cl", "O", "O", "O", "O", "N", "N", "N", "N", "N", "C", "C", "C", "C", "C", "C", "C", "C", "C", "C", "C", "C", "C", "C", "C", "C", "C", "C", "C", "C", "C", "C", "C", "C", "H", "H", "H", "H", "H", "H", "H", "H", "H", "H", "H", "H", "H", "H", "H", "H", "H", "H", "H", "H", "H", "H", "H", "H", "H", "H", "H", "H", "H", "H", "H", "H", "H", "H", "H", "H", "H"],
  "coordinates": [[-0.38727, -1.05517, -2.23969], [0.53259, -0.70386, 0.36351], [-2.79954, -2.14918, -1.88865], [-1.43462, -2.67032, -1.45073], [-3.71613, -2.17767, -0.84374], [-2.37344, -0.67581, -2.18546], [-3.18668, -2.74999, -3.08455], [1.27910, -1.99960, -2.88995], [-1.78081, 0.55941, 1.56897], [0.13573, 2.42142, -4.35587], [0.21240, 0.65954, -3.06764], [-0.51020, -0.62019, 2.95670], [-0.34600, 3.42541, -5.31808], [2.05885, -2.68227, -3.39332], [-1.37318, 3.62512, 1.40077], [2.63822, -3.69746, -5.51165], [1.68096, 0.36499, 4.96010], [1.68091, -0.34827, 6.30809], [4.42595, -2.89103, -3.89518], [-2.68316, 4.40518, 1.39744], [-2.35771, 0.63337, 2.79922], [-0.65811, -0.21591, 1.65520], [3.00537, -4.91851, -3.31338], [1.84277, -0.58585, 3.77487], [0.61156, -1.43742, 3.48114], [-3.00119, 0.33364, 5.46297], [-1.26516, 2.61198, 0.26211], [-1.86524, -0.29546, 5.04568], [-0.56106, 1.40414, -3.87576], [1.46454, 1.25250, -3.05207], [3.04365, -3.55694, -4.03022], [-1.53950, -0.13736, 3.69026], [-2.16377, 1.38604, 0.40894], [-3.52002, 1.27072, 3.24464], [-3.82371, 1.10728, 4.56885], [1.41779, 2.34745, -3.84486], [1.54558, 0.35813, 7.12540], [-1.39544, 3.62929, -5.12671], [-3.56232, 3.75997, 1.46463], [0.23959, -1.93236, 4.37609], [-2.78073, 4.99049, 0.48242], [-2.72713, 5.09780, 2.23615], [-4.15291, 1.85205, 2.59175], [2.50238, 1.08183, 4.93738], [-1.25147, -0.86822, 5.72442], [-3.30436, 0.25403, 6.49861], [-2.12237, 0.74858, -0.46994], [5.15009, -3.54545, -4.37859], [0.88975, -1.09836, 6.39294], [-1.59555, 1.20694, -4.11051], [2.62725, -0.86445, 6.46938], [3.27759, -4.82709, -2.26249], [-0.21413, 3.05161, -6.33054], [4.45646, -1.92179, -4.39210], [-3.20650, 1.66026, 0.55633], [0.23184, 4.33460, -5.18290], [2.65125, -2.73700, -6.02574], [0.77182, 0.96807, 4.84179], [0.81296, -2.20963, 2.74141], [1.65426, -4.15275, -5.61782], [4.71533, -2.77371, -2.85135], [2.28477, 0.85355, -2.48088], [3.73418, -5.56454, -3.80102], [2.11628, -0.03399, 2.87084], [-4.71782, 1.56872, 4.96730], [-1.54499, 3.09232, -0.68039], [-0.54176, 4.32528, 1.31234], [-1.22627, 3.12422, 2.36492], [-0.23027, 2.27636, 0.14741], [2.17250, 3.07483, -4.09133], [3.36999, -4.35005, -5.98615], [2.66111, -1.28246, 3.97162], [2.02514, -5.38698, -3.39332]]
}

{
  "formula": "C24H37N8OS2Ti",
  "method": "the ωB97M-V functional and the def2-TZVPD basis",
  "de_lowest_kcal_mol": 12.1,
  "spin_multiplicity": 1,
  "charge": 3,
  "e_lumo_ev": -10.61,
  "elements": ["Ti", "S", "S", "O", "N", "N", "N", "N", "N", "N", "N", "N", "C", "C", "C", "C", "C", "C", "C", "C", "C", "C", "C", "C", "C", "C", "C", "C", "C", "C", "C", "C", "C", "C", "C", "C", "H", "H", "H", "H", "H", "H", "H", "H", "H", "H", "H", "H", "H", "H", "H", "H", "H", "H", "H", "H", "H", "H", "H", "H", "H", "H", "H", "H", "H", "H", "H", "H", "H", "H", "H", "H", "H"],
  "coordinates": [[-0.95165, -0.90866, 1.19808], [0.46247, -2.95986, 0.89564], [1.10533, -0.77740, 2.79454], [2.29104, -0.56631, -2.79305], [-1.16885, -1.51724, -0.74276], [-1.38971, 0.65611, 2.78734], [-1.66829, -2.08114, 2.84973], [-3.16725, -0.42556, 0.57948], [-0.12002, -1.94959, -1.44865], [1.77601, -3.23988, -1.41495], [-0.02755, 0.66275, 0.20771], [3.75124, 1.18587, -2.74157], [-4.73111, -1.00762, -1.16987], [0.92176, 0.82919, 3.67057], [2.65861, 0.52279, -2.37484], [-4.20153, 0.14911, 1.21688], [4.34957, 2.20182, -1.89687], [4.55079, 3.56139, -2.55481], [-0.30357, 1.58834, 3.16510], [1.66239, 1.17128, -1.43096], [4.48087, 0.71600, -3.91126], [4.01196, 1.41996, -5.18354], [1.15668, 0.41964, -0.37015], [-2.01083, 0.06854, 3.99888], [-5.50469, 0.15691, 0.74637], [-5.78785, -0.46756, -0.46155], [-0.66031, -2.81479, 3.65893], [0.55265, -1.97886, 4.06967], [-2.60578, -1.30784, 3.69130], [-2.30428, -1.47238, -1.38943], [-0.72258, 1.73397, -0.21819], [0.75011, -2.67977, -0.80970], [-2.37373, -1.89995, -2.80973], [0.95607, 2.31071, -1.82061], [-0.23923, 2.60547, -1.17907], [-3.43715, -0.95963, -0.64228], [-2.80559, -1.82717, 4.63778], [-2.02793, -1.07927, -3.44360], [1.32378, 2.93789, -2.62101], [-1.67908, -2.72351, -2.97819], [-0.64961, 2.28247, 3.94377], [3.61165, 3.98621, -2.90002], [-6.27881, 0.64938, 1.31350], [4.98845, 4.23980, -1.82736], [-2.78562, 0.72242, 4.41508], [3.72961, 2.30139, -0.99922], [-2.21579, -2.82441, 2.39525], [-4.90574, -1.46828, -2.12731], [-0.32142, -3.68392, 3.08740], [-4.01015, 0.65876, 2.15390], [4.29076, -0.35590, -4.00898], [1.93324, -3.03257, -2.39158], [2.39299, -3.88382, -0.94200], [1.40633, -2.63716, 4.24896], [5.54388, 0.88398, -3.74644], [-1.24065, -0.03145, 4.76369], [-2.09458, 1.24056, 2.33351], [4.60347, 1.07556, -6.02642], [-6.79598, -0.50796, -0.84414], [-3.36604, -2.19098, -3.13631], [5.24215, 3.49630, -3.38859], [-1.12453, -3.20132, 4.57622], [4.13454, 2.49553, -5.10305], [-0.02128, 2.18706, 2.29232], [-3.55900, -1.22623, 3.15961], [-0.80948, 3.48071, -1.44617], [-1.70419, 1.89093, 0.22019], [2.96772, 1.19458, -5.38538], [0.89320, 0.63607, 4.74114], [1.83201, 1.39127, 3.46150], [0.37465, -1.42078, 4.98624], [1.73650, -0.42136, 0.00749], [5.32894, 1.81940, -1.58815]]
}